This record from OMol25 describes a molecular structure, C20H22F5MnN4O4Te2 in a non-equilibrium geometry. The level of theory is the ωB97M-V functional and the def2-TZVPD basis.

E	-94711.9954	eV
multiplicity	2
ΔE to the lowest compared entry with this formula, charge and spin	37.1	kcal/mol
net charge	+3
expectation value of S²	0.7965

Structure (XYZ):
```
58
Properties=species:S:1:pos:R:3:forces:R:3
Mn -0.077343 0.232887 -0.201571 0.85 1.27 -0.87
N 0.122382 0.077396 -2.262055 -0.18 -0.34 0.03
C 1.043622 -1.051522 -2.529517 0.09 -0.01 -0.02
C 2.039853 -1.120026 -1.403747 -0.08 0.17 0.00
O 3.030026 -1.764342 -1.353522 0.06 -0.01 0.02
N 1.582732 -0.328666 -0.272633 0.14 -0.54 0.35
C 2.326584 -0.547498 0.997761 0.06 -0.03 -0.13
C 1.171427 -0.697522 1.935386 -0.05 0.25 0.16
O 0.926180 -1.683543 2.676255 -0.18 0.39 -0.13
O 0.218544 0.147146 1.746068 0.17 -0.03 -0.13
H -0.753410 -0.088826 -2.759665 -0.05 0.00 0.07
H 0.528712 0.920241 -2.666425 -0.09 0.09 0.15
H 1.558318 -0.972201 -3.486019 0.00 0.07 -0.01
H 0.495078 -1.994227 -2.533867 -0.06 0.01 -0.03
H 2.955578 0.312222 1.237354 -0.03 0.02 0.04
H 2.944345 -1.441095 0.940333 -0.01 -0.03 -0.01
C 0.805168 3.201252 1.730681 0.08 0.02 -0.01
C 0.067704 3.185061 0.441376 0.02 0.00 0.05
N -0.239211 2.153317 -0.369949 -0.26 -0.28 -0.01
C -0.922301 2.690750 -1.472476 -0.04 -0.02 0.07
C -1.013671 4.022503 -1.317748 0.04 0.01 0.00
N -0.383780 4.301991 -0.124536 -0.05 0.11 -0.07
H 0.902451 2.209549 2.153282 -0.01 0.05 -0.02
H 0.276763 3.830223 2.447329 -0.01 0.00 0.00
H 1.798652 3.631689 1.591161 0.01 -0.02 -0.03
H -1.349467 2.093629 -2.256325 -0.02 -0.02 0.01
H -1.466935 4.776525 -1.938147 0.01 0.03 0.04
H -0.267739 5.229066 0.264875 0.01 -0.03 0.02
F -4.190685 -3.385348 -0.949446 0.00 -0.42 -0.48
Te -2.606946 -2.439258 -0.921512 -1.18 0.73 -0.64
F -0.182367 -2.710689 0.685143 -0.04 -0.08 -0.06
F -3.005625 -2.347436 1.320526 0.91 0.08 -0.06
F -2.318267 -1.573203 -2.576319 0.15 -0.46 -0.20
F -3.755783 -1.016038 -0.699556 0.05 0.08 0.20
O -1.397431 -0.791079 0.088618 0.04 0.11 0.53
Te -1.197147 -1.881714 2.109071 -0.67 -1.76 1.07
C -2.207740 -0.597786 3.489511 0.19 0.33 -0.13
C -1.438788 -0.226720 4.577436 0.07 -0.05 -0.04
C -2.126267 0.355061 5.634012 -0.04 0.01 0.00
C -3.499715 0.560565 5.547165 -0.02 0.01 -0.01
C -4.212476 0.185913 4.414950 0.09 -0.01 0.02
C -3.563673 -0.397573 3.329954 -0.06 -0.01 -0.08
C -1.240313 -3.794578 3.003362 0.13 0.43 0.18
C -2.315742 -4.641122 2.753795 0.05 -0.06 0.07
C -2.343977 -5.848416 3.437127 -0.02 -0.01 -0.02
C -1.332650 -6.184241 4.326710 0.01 -0.01 0.02
C -0.274184 -5.314937 4.554528 0.01 0.00 0.00
C -0.209057 -4.101000 3.887338 -0.10 -0.06 -0.01
H -0.371060 -0.394928 4.639488 0.00 0.00 0.01
H -1.578353 0.639123 6.522535 -0.02 0.01 0.01
H -4.021048 1.028195 6.371801 0.00 -0.03 0.02
H -5.281960 0.337019 4.353947 0.00 0.06 0.02
H -4.114879 -0.668093 2.442182 0.01 -0.03 0.01
H -3.115631 -4.405978 2.072114 -0.03 0.03 0.03
H -3.175658 -6.520449 3.272964 0.03 -0.03 -0.02
H -1.369401 -7.132081 4.846861 -0.01 0.01 0.01
H 0.508229 -5.573585 5.254963 0.00 -0.02 -0.01
H 0.624876 -3.441030 4.064490 0.01 -0.01 0.02
```
Positions in Å, forces in eV/Å.